{
  "formula": "C36H40N7O4PRuS2",
  "method": "ωB97M-V/def2-TZVPD",
  "species": ["Ru", "C", "C", "N", "C", "C", "C", "C", "C", "C", "C", "N", "C", "C", "C", "C", "C", "C", "C", "C", "N", "C", "H", "H", "H", "H", "H", "H", "H", "H", "H", "H", "H", "H", "N", "C", "C", "C", "C", "C", "C", "C", "C", "C", "C", "C", "C", "H", "H", "H", "H", "H", "H", "H", "H", "H", "H", "O", "S", "O", "O", "S", "C", "N", "C", "P", "O", "N", "C", "C", "N", "C", "C", "H", "H", "H", "H", "H", "H", "H", "H", "H", "H", "H", "H", "H", "H", "H", "H", "H", "H"],
  "positions_angstrom": [[-0.42, 0.01, 1.14], [-0.39, -3.89, -1.19], [-0.70, -2.83, -0.33], [0.15, -1.86, -0.08], [1.38, -1.86, -0.64], [1.80, -2.91, -1.47], [0.86, -3.93, -1.75], [3.13, -2.93, -1.98], [3.98, -1.93, -1.61], [3.57, -0.86, -0.80], [2.26, -0.74, -0.33], [1.71, 0.25, 0.41], [2.34, 1.44, 0.70], [3.31, 2.08, -0.04], [3.88, 3.30, 0.36], [3.49, 3.92, 1.51], [2.45, 3.35, 2.28], [1.93, 3.98, 3.44], [0.87, 3.43, 4.09], [0.30, 2.25, 3.58], [0.79, 1.63, 2.53], [1.86, 2.15, 1.87], [-1.12, -4.66, -1.38], [-1.66, -2.77, 0.18], [1.15, -4.74, -2.41], [3.44, -3.75, -2.62], [5.01, -1.95, -1.95], [4.30, -0.11, -0.52], [3.63, 1.65, -0.98], [4.64, 3.75, -0.27], [3.93, 4.86, 1.82], [2.37, 4.91, 3.77], [0.42, 3.91, 4.95], [-0.59, 1.82, 4.03], [0.97, -1.26, 2.96], [0.52, -2.34, 3.75], [1.46, -3.30, 4.13], [1.10, -4.42, 4.86], [-0.23, -4.57, 5.23], [-1.16, -3.63, 4.83], [-0.83, -2.49, 4.08], [-1.96, -1.62, 3.61], [-3.09, -1.58, 4.45], [-4.32, -1.15, 4.00], [-4.45, -0.78, 2.66], [-3.31, -0.71, 1.87], [-2.02, -1.04, 2.32], [1.94, -1.36, 2.68], [0.86, -0.36, 3.41], [2.49, -3.15, 3.84], [1.84, -5.15, 5.14], [-0.55, -5.44, 5.79], [-2.20, -3.81, 5.06], [-2.99, -1.90, 5.48], [-5.17, -1.11, 4.67], [-5.41, -0.48, 2.26], [-3.43, -0.31, 0.87], [-0.29, 4.18, 1.13], [-1.67, 3.74, 1.25], [-2.62, 4.45, 0.42], [-2.10, 3.51, 2.62], [-1.68, 1.78, 0.34], [-3.17, 0.07, -2.65], [-2.34, 1.05, -3.38], [-2.78, 2.41, -3.09], [-0.70, 0.72, -3.32], [-0.22, 0.16, -2.04], [-0.46, -0.28, -4.65], [0.89, -0.84, -4.71], [-1.46, -1.25, -5.06], [0.11, 2.09, -3.71], [0.99, 2.73, -2.74], [0.02, 2.73, -5.00], [-4.16, 0.02, -3.11], [-3.26, 0.36, -1.60], [-2.72, -0.92, -2.68], [-3.85, 2.48, -3.33], [-2.25, 3.13, -3.71], [-2.66, 2.68, -2.03], [1.62, -0.09, -4.37], [1.13, -1.11, -5.74], [1.00, -1.72, -4.07], [-2.44, -0.77, -5.09], [-1.51, -2.12, -4.39], [-1.22, -1.61, -6.06], [1.04, 2.12, -1.84], [0.63, 3.72, -2.46], [2.00, 2.83, -3.16], [-0.69, 2.19, -5.64], [1.00, 2.73, -5.50], [-0.31, 3.77, -4.91]],
  "e_tot_ev": -90146.19630,
  "multiplicity": 6,
  "total_charge": -1,
  "homo_lumo_gap_ev": [6.0, 6.2]
}